(w)
Density functional theory data (ωB97M-V/def2-TZVPD) for a cluster of 2 separate species, H5NO in total.

CARTESIAN COORDINATES (ANGSTROEM)
H 1.3684 -2.1228 0.1529
H 0.3058 -1.4904 1.0178
H -0.1468 0.3924 -0.5063
H -0.8001 1.7461 -1.0877
H -0.7018 1.6259 0.5307
N -0.8808 1.0981 -0.3469
O 0.8554 -1.2494 0.2396

Summary:
E_LUMO   0.77 eV
SMILES   N.O
Charge   0
HOMO energy   -9.612 eV
Spin multiplicity   1

---

(x)
Density functional theory data (ωB97M-V/def2-TZVPD) for a cluster of 2 separate species, H5NO in total.

CARTESIAN COORDINATES (ANGSTROEM)
H -0.9766 0.7477 -0.4772
H -1.5884 -0.8010 -0.5551
H -1.4049 -0.0213 0.8707
H 0.9208 -0.1809 0.2838
H 2.1452 0.6515 -0.0796
N -0.9409 -0.1446 -0.0146
O 1.8449 -0.2514 -0.0281

Summary:
E_LUMO   0.85 eV
SMILES   N.O
Charge   0
HOMO energy   -10.467 eV
Spin multiplicity   1

---

Winner for stability: (x)

---

(w)
Density functional theory data (ωB97M-V/def2-TZVPD) for a cluster of 2 separate species, C3H4O2S in total.

CARTESIAN COORDINATES (ANGSTROEM)
C -0.3405 0.4831 0.7062
C -1.6616 -0.2215 0.6093
C -0.5533 -0.1561 -0.5917
O 3.7209 -0.8167 -0.5479
O 0.3870 1.0991 1.4274
S 3.8319 0.6155 -0.7390
H -1.9194 -1.1234 1.2240
H -2.5719 0.2914 0.1666
H -0.8433 0.7069 -1.1813
H -0.0497 -0.8784 -1.0735

Summary:
E_LUMO (spin up / spin down)   -1.34 / -1.31 eV
SMILES   O=C1CC1.O=S
Charge   0
HOMO energy (spin up / spin down)   -9.092 / -9.124 eV
Spin multiplicity   1

---

(x)
Density functional theory data (ωB97M-V/def2-TZVPD) for the molecule C3H4O2S.

CARTESIAN COORDINATES (ANGSTROEM)
C 0.4600 0.8309 -0.6271
C 0.2960 -0.6919 1.2994
C -0.0840 -0.1937 -0.0447
O -0.0937 -1.5932 1.9115
O 0.1747 1.3722 -1.8283
S -1.4595 -1.5529 -0.8261
H 1.1445 1.2968 -0.0119
H 1.0002 0.0271 1.7149
H 0.6708 2.2047 -1.9088
H -2.1089 -1.7000 0.3211

Summary:
E_LUMO   0.13 eV
SMILES   O=C/C(S)=C/O
Charge   0
HOMO energy   -9.080 eV
Spin multiplicity   1

---

(y)
Density functional theory data (ωB97M-V/def2-TZVPD) for the molecule C3H4O2S.

CARTESIAN COORDINATES (ANGSTROEM)
C -0.7283 -0.2608 -0.8158
C 0.5588 -0.2393 -1.1162
C -0.7963 -0.0454 0.6586
O 1.7813 -0.5652 1.4092
O 1.2076 1.6582 0.6641
S 0.9969 0.2607 0.5467
H -1.4234 -0.4792 -1.5548
H 1.0110 -0.0610 -2.0415
H -1.5175 0.6275 1.0240
H -1.0902 -0.8955 1.2256

Summary:
E_LUMO   0.66 eV
Charge   0
HOMO energy   -10.653 eV
Spin multiplicity   1

---

Winner for stability: (x)